[1]
103
Properties=species:S:1:pos:R:3:mulliken_charge:R:1 method="wB97M-V/def2-TZVPD" gap_ev=6.979 homo_energy_ev=-10.2 energy_ev=-208899.5268 relative_energy_kj_mol=8.9 charge=+1
W 0.31 -0.48 0.23 0.98
Se -0.63 -2.83 1.14 0.06
Se -0.80 -1.30 -2.01 -0.13
C -2.36 -0.91 -1.07 0.30
C -3.68 -1.05 -1.49 -0.92
C -4.68 -0.64 -0.64 -0.27
C -4.35 -0.09 0.60 -1.42
C -3.03 0.01 0.95 -0.61
N -2.04 -0.43 0.14 0.43
C 0.89 -3.43 0.24 0.22
C 1.44 -4.70 0.14 -0.84
C 2.60 -4.85 -0.59 -0.26
C 3.19 -3.74 -1.18 -1.13
C 2.58 -2.51 -1.04 -0.39
N 1.44 -2.38 -0.36 0.46
H -3.88 -1.45 -2.47 0.71
H -5.72 -0.73 -0.94 0.48
H -5.11 0.27 1.27 0.50
H -2.73 0.44 1.89 0.73
H 0.96 -5.54 0.63 0.54
H 3.06 -5.83 -0.69 0.44
H 4.11 -3.82 -1.75 0.50
H 2.99 -1.60 -1.46 0.45
O 0.41 1.57 0.79 -0.62
C -0.38 1.50 -0.15 0.98
C -1.29 2.61 -0.49 -0.57
C -1.63 3.39 0.62 -0.97
C -2.48 4.47 0.49 -0.94
C -2.96 4.80 -0.76 -0.82
C -2.61 4.04 -1.87 -0.23
C -1.80 2.91 -1.76 0.68
P -1.28 2.00 -3.29 0.92
C -1.20 3.42 -4.45 -0.08
C -2.13 3.67 -5.46 -0.02
C -1.96 4.75 -6.31 -0.85
C -0.87 5.59 -6.17 -0.53
C 0.06 5.35 -5.17 -0.74
C -0.10 4.26 -4.32 -0.33
C -2.82 1.17 -3.82 0.50
C -4.12 1.54 -3.45 -0.05
C -5.22 0.87 -3.96 -0.75
C -5.04 -0.19 -4.85 -0.62
C -3.76 -0.57 -5.22 -0.79
C -2.66 0.11 -4.70 -0.52
H -1.21 3.13 1.59 0.51
H -2.74 5.06 1.36 0.46
H -3.61 5.66 -0.89 0.44
H -2.96 4.34 -2.85 0.58
H -2.99 3.02 -5.58 0.40
H -2.68 4.93 -7.10 0.43
H -0.74 6.44 -6.83 0.39
H 0.92 6.00 -5.05 0.43
H 0.64 4.07 -3.55 0.37
H -4.27 2.35 -2.75 0.39
H -6.21 1.17 -3.67 0.48
H -5.90 -0.71 -5.25 0.37
H -3.61 -1.38 -5.91 0.43
H -1.66 -0.20 -4.99 0.45
O 1.74 -0.76 1.62 0.34
C 3.00 -0.44 1.85 0.04
O 3.68 0.28 1.17 -0.60
C 3.53 -1.10 3.09 0.13
C 4.68 -0.59 3.69 -0.46
C 5.18 -1.18 4.83 -0.65
C 4.53 -2.28 5.35 -0.09
C 3.41 -2.83 4.75 -0.57
C 2.90 -2.22 3.62 -0.20
N 5.05 -2.91 6.58 1.03
O 4.40 -3.81 7.06 -0.61
O 6.09 -2.48 7.03 -0.61
H 5.16 0.27 3.24 0.53
H 6.06 -0.80 5.33 0.52
H 2.96 -3.71 5.18 0.57
H 2.02 -2.62 3.12 0.40
N -0.55 -0.13 2.36 -0.28
C -0.73 -0.44 3.46 0.30
N -0.97 -0.77 4.69 -0.05
C -2.30 -1.28 5.07 -0.75
C -2.23 -2.77 5.39 -0.37
C -1.15 -3.03 6.44 -1.05
C 0.20 -2.51 5.98 0.06
C 0.13 -1.02 5.65 -0.89
H -2.99 -1.07 4.25 0.38
H -2.63 -0.71 5.94 0.37
H -1.99 -3.32 4.47 0.15
H -3.21 -3.10 5.73 0.40
H -1.09 -4.10 6.65 0.39
H -1.44 -2.55 7.38 0.37
H 0.52 -3.05 5.08 -0.04
H 0.96 -2.66 6.74 0.38
H 1.06 -0.66 5.21 0.46
H -0.08 -0.44 6.55 0.34
C 2.31 0.57 -3.18 -1.64
C 1.95 1.14 -1.82 2.39
C 3.05 2.01 -1.24 -1.62
O 1.66 0.05 -0.93 0.58
H 2.45 1.38 -3.89 0.42
H 1.51 -0.07 -3.55 0.25
H 3.23 -0.01 -3.13 0.52
H 1.03 1.73 -1.94 -1.54
H 3.96 1.43 -1.11 0.33
H 2.77 2.41 -0.27 0.31
H 3.24 2.84 -1.92 0.48



[2]
96
Properties=species:S:1:pos:R:3:mulliken_spin:R:1 method="wB97M-V/def2-TZVPD" gap_ev="6.327 / 6.394" multiplicity=3 homo_energy_ev="-6.1 / -6.9" energy_ev=-198298.1036 relative_energy_kj_mol=0.0 charge=0
Pd -1.63 0.54 0.52 0.60
C -3.36 -1.38 3.22 -0.02
As -3.15 0.36 2.37 0.10
C -3.11 1.50 3.95 0.03
C -4.96 0.74 1.72 0.02
C -6.06 0.19 2.38 -0.01
C -7.35 0.44 1.95 0.00
C -7.55 1.25 0.84 0.00
C -6.46 1.81 0.19 0.00
C -5.15 1.57 0.61 -0.02
As -3.65 2.27 -0.47 0.01
C -4.62 3.69 -1.44 0.00
C -2.86 3.54 0.81 0.04
H -4.03 -1.34 4.08 0.00
H -2.37 -1.69 3.56 0.00
H -3.73 -2.10 2.50 0.00
H -4.01 1.35 4.54 0.00
H -3.04 2.54 3.64 0.01
H -2.22 1.25 4.53 0.00
H -5.91 -0.45 3.24 0.00
H -8.19 0.00 2.46 0.00
H -8.55 1.45 0.49 0.00
H -6.65 2.44 -0.67 0.00
H -5.22 4.30 -0.77 0.00
H -5.25 3.27 -2.23 0.00
H -3.86 4.31 -1.91 0.00
H -3.64 4.02 1.41 0.00
H -2.35 4.30 0.22 0.00
H -2.13 3.07 1.46 -0.02
C 0.26 3.45 -7.35 0.00
C 0.11 2.77 -6.02 0.00
C -0.72 1.67 -5.87 0.00
C -0.85 1.03 -4.65 0.00
C -0.12 1.49 -3.56 0.02
C 0.69 2.61 -3.68 0.00
C 0.80 3.24 -4.90 0.00
S -0.38 0.71 -1.97 -0.02
O -0.17 1.84 -0.99 0.02
C 1.14 -0.31 -1.83 -0.03
C 2.09 -0.18 -2.87 -0.01
C 3.33 -0.73 -2.78 0.00
C 3.72 -1.40 -1.60 0.00
C 5.04 -1.88 -1.45 0.00
C 5.43 -2.51 -0.31 0.00
C 4.50 -2.68 0.73 0.01
C 3.22 -2.25 0.60 -0.01
C 2.76 -1.60 -0.58 0.00
C 1.41 -1.11 -0.73 0.00
C 0.38 -1.65 0.30 -0.09
C 0.49 -3.18 0.32 0.09
C 0.56 -3.89 -0.87 -0.04
C 0.52 -5.27 -0.89 0.11
C 0.40 -5.98 0.31 -0.04
C 0.32 -5.29 1.50 0.10
C 0.36 -3.89 1.53 -0.01
C 0.33 -3.18 2.78 0.35
C 0.49 -1.81 2.82 -0.03
C 0.61 -1.06 1.67 0.32
S 0.86 0.71 1.86 -0.06
O 0.23 1.06 3.17 0.01
C 2.63 0.67 2.17 0.03
C 3.13 0.50 3.45 0.02
C 4.50 0.47 3.64 0.00
C 5.38 0.63 2.57 0.01
C 6.87 0.63 2.79 0.00
C 4.86 0.83 1.30 0.00
C 3.49 0.86 1.09 0.01
H -0.58 3.24 -8.01 0.00
H 1.17 3.10 -7.86 0.00
H 0.35 4.53 -7.24 0.00
H -1.29 1.31 -6.72 0.00
H -1.51 0.18 -4.53 0.00
H 1.21 2.98 -2.80 0.00
H 1.44 4.12 -5.00 0.00
H 1.83 0.36 -3.77 0.00
H 4.03 -0.64 -3.60 0.00
H 5.74 -1.72 -2.27 0.00
H 6.45 -2.86 -0.20 0.00
H 4.81 -3.15 1.66 0.00
H 2.55 -2.38 1.44 -0.01
H 0.65 -3.35 -1.81 0.00
H 0.59 -5.80 -1.83 0.01
H 0.37 -7.06 0.30 0.00
H 0.23 -5.83 2.43 0.00
H 0.23 -3.75 3.70 -0.01
H 0.52 -1.29 3.77 0.01
H 2.44 0.40 4.28 0.00
H 4.90 0.33 4.64 0.00
H 7.13 0.07 3.69 0.00
H 7.25 1.64 2.91 0.00
H 7.39 0.18 1.95 0.00
H 5.53 0.96 0.46 0.00
H 3.08 1.02 0.10 0.00
C -1.11 -1.40 -0.05 0.46
H -1.29 -1.63 -1.10 0.03
H -1.69 -2.10 0.56 -0.01